(1)
Here is C22H42LuNP3S as an isolated structure from OMol25. Energies are from wB97M-V/def2-TZVPD.

Output
- LUMO level (Ha) = -0.34129
- total charge = +3
- energy relative to the best compared isomer or geometry (same formula, charge and spin) (eV) = 0.000
- HOMO level (eV) = -16.22
- HOMO-LUMO gap (eV) = 6.9

XYZ file:
```
70
Properties=species:S:1:pos:R:3:forces:R:3:nbo_charge:R:1
Lu 0.65530 1.22329 0.62100 -0.84 -2.75 -1.47 1.8380
P -1.96532 -1.26930 0.23383 -0.45 -1.21 0.12 0.7609
P 1.51802 -0.76258 2.33658 0.96 -1.03 1.17 0.6542
P -1.48116 1.09811 -2.79752 0.82 -0.58 0.17 1.3130
H 3.00598 2.65696 -1.09216 -0.53 0.08 -0.26 0.2540
C 1.94773 2.63274 -1.40477 0.83 -0.25 -0.89 -0.3480
C 0.89819 3.04495 -0.45284 0.67 1.15 -0.82 -1.1378
H 1.25496 3.63770 0.40496 0.24 0.28 -0.27 0.2656
C -1.76046 -2.90553 -0.61104 0.40 0.25 -0.07 -0.9180
C -2.40947 -1.89891 1.91426 0.30 0.29 0.20 -0.9163
C -3.70605 -0.96942 -0.29680 -0.03 0.53 -0.12 -0.9215
C 3.13902 -0.63676 3.17391 0.16 0.39 -0.13 -0.9036
C 0.48658 -1.17782 3.78698 -0.48 0.31 -0.11 -0.9099
C 1.66484 -2.35615 1.46154 -0.20 -0.05 -0.63 -0.9184
C -0.62592 2.35921 -3.72264 0.18 0.27 -0.16 -0.9830
C -3.02128 1.80254 -2.24839 -0.46 0.06 0.41 -0.9825
C -1.63577 -0.44060 -3.68933 -0.18 0.00 -0.42 -0.9665
H 1.81477 3.02737 -2.42730 0.40 -0.10 0.70 0.2576
H 0.11004 3.56687 -0.97199 -0.31 0.31 0.18 0.2615
H -2.60767 -3.56537 -0.37639 0.24 0.21 -0.03 0.2600
H -0.82371 -3.37878 -0.28818 -0.26 0.03 -0.10 0.2465
H -1.71102 -2.76223 -1.69822 -0.02 -0.11 0.23 0.2325
H -3.40373 -2.36800 1.87971 0.44 0.06 0.06 0.2591
H -2.44023 -1.05215 2.61169 -0.14 -0.26 0.01 0.2229
H -1.66787 -2.62739 2.27021 -0.23 0.21 -0.07 0.2468
H -4.37726 -1.69574 0.17860 0.23 0.12 -0.24 0.2660
H -3.81352 -1.04798 -1.38398 -0.03 0.00 0.19 0.2300
H -4.01550 0.02961 0.02238 -0.19 -0.12 -0.04 0.2203
H 3.00892 -0.87273 4.23947 0.26 -0.01 -0.39 0.2690
H 3.51523 0.38545 3.07338 0.23 -0.22 0.19 0.2433
H 3.82763 -1.33625 2.68731 0.03 0.29 0.29 0.2653
H 0.63869 -2.23265 4.04428 0.03 0.24 0.01 0.2745
H -0.56700 -1.00283 3.56653 0.07 -0.14 0.22 0.2369
H 0.78415 -0.54780 4.63037 -0.09 -0.10 -0.09 0.2558
H 2.65677 -2.78485 1.64512 -0.32 0.00 -0.03 0.2773
H 1.55878 -2.18056 0.38652 0.11 -0.24 0.00 0.2466
H 0.88352 -3.05557 1.77608 0.17 0.10 -0.01 0.2576
H -1.14850 2.44556 -4.68624 0.23 0.21 0.16 0.2973
H 0.42426 2.08598 -3.88271 -0.39 -0.05 -0.19 0.2864
H -0.65834 3.31865 -3.18081 -0.15 -0.30 -0.28 0.2759
H -3.51883 2.22085 -3.13802 0.10 -0.06 0.29 0.3064
H -2.83913 2.60765 -1.51694 0.00 -0.16 -0.52 0.2647
H -3.67573 1.05352 -1.78641 0.20 0.23 -0.27 0.2841
H -1.61095 -0.18652 -4.75249 -0.31 -0.51 -0.03 0.2905
H -2.55934 -0.94137 -3.37363 0.14 0.07 -0.43 0.2767
H -0.78258 -1.09081 -3.44091 -0.22 0.33 -0.16 0.2751
C 3.00082 -0.52062 -1.79920 0.74 -1.32 0.46 -0.2147
C 2.80317 -1.76342 -2.45407 0.63 0.86 -0.25 -0.2338
C 3.92358 -2.56821 -2.67777 -0.47 -0.33 0.08 -0.1670
C 5.15621 -2.23681 -2.12533 0.10 0.67 0.09 -0.1842
C 5.28609 -1.13207 -1.27956 -1.29 0.11 0.17 -0.1544
C 4.17524 -0.27900 -1.07156 0.02 -0.55 -0.95 -0.2529
S 1.71531 0.64116 -2.08918 -0.70 0.79 1.78 0.0501
H -0.55930 0.54454 -1.86438 -0.88 1.04 0.50 0.0135
H 1.82069 -1.99328 -2.87462 0.43 -0.01 -0.09 0.2174
H 3.84934 -3.47033 -3.29814 -0.10 0.42 0.34 0.2523
H 6.03085 -2.80674 -2.39782 0.04 -0.18 0.17 0.2526
H 6.20816 -0.92100 -0.76803 0.24 0.02 0.00 0.2451
H 4.21392 0.59117 -0.43108 0.41 0.19 -0.07 0.2057
C -2.70469 2.29532 3.84091 -0.44 -0.22 -0.51 -0.1035
C -3.30573 2.33875 2.57650 0.02 0.13 -0.01 -0.1993
C -2.53195 2.15294 1.44808 1.03 -0.42 0.22 0.0713
N -1.19370 1.91726 1.53429 -0.36 1.03 1.38 -0.6215
C -0.58906 1.99332 2.76466 -1.35 -0.05 -0.64 -0.0180
C -1.33655 2.09864 3.92701 0.99 -0.03 0.66 -0.1449
H -3.31975 2.39915 4.73006 0.17 -0.02 -0.05 0.2759
H -4.37216 2.49733 2.44678 0.15 0.07 0.18 0.2714
H -2.93976 2.17830 0.44140 0.00 -0.15 0.35 0.2176
H 0.52754 1.99350 2.80081 -0.69 -0.17 0.27 0.1935
H -0.82535 1.99970 4.89522 -0.33 0.36 -0.45 0.2613
```
Positions in Å, forces in eV/Å.

(2)
Here is C22H42N4O2P2RhS3 as an isolated structure from OMol25. Energies are from wB97M-V/def2-TZVPD.

Output
- LUMO level (Ha) = -0.15663
- total charge = +1
- energy relative to the best compared isomer or geometry (same formula, charge and spin) (eV) = 1.091
- HOMO level (eV) = -10.66
- HOMO-LUMO gap (eV) = 6.4

XYZ file:
```
76
Properties=species:S:1:pos:R:3:forces:R:3:lowdin_charge:R:1
Rh -0.07224 -0.30226 0.09079 0.05 0.02 0.02 0.4456
N -2.25577 -1.29505 3.66053 0.00 -0.01 0.02 0.1155
C -1.78562 -1.06571 2.43373 -0.02 0.04 -0.01 -0.8111
S -0.10176 -0.56344 2.32858 -0.03 0.07 0.05 0.6744
N -2.58356 -1.26223 1.41373 -0.01 -0.01 0.02 0.0260
N -1.97113 -1.02090 0.23418 -0.03 -0.03 -0.05 -0.1825
C -2.56977 -1.30586 -0.86023 0.00 0.01 0.00 -0.0566
C -1.88366 -0.98316 -2.10739 0.00 0.00 0.00 -0.2594
C -2.51220 -1.13852 -3.33112 0.00 0.00 0.00 0.0061
C -1.85974 -0.72940 -4.48333 0.01 0.00 0.00 -0.0220
C -0.60533 -0.15948 -4.36913 -0.01 0.00 0.00 -0.0174
C -0.03436 -0.04871 -3.11149 -0.03 0.02 0.00 -0.1211
N -0.63264 -0.47584 -2.00240 -0.01 -0.02 0.01 -0.0457
H -1.73196 -0.99874 4.46472 0.00 0.01 0.00 0.0996
H -3.23002 -1.52347 3.77011 0.00 0.00 0.00 0.1208
H -3.56279 -1.74144 -0.84981 0.00 0.00 0.00 0.1430
H -3.50695 -1.56057 -3.36821 0.00 0.00 0.00 0.1264
H -2.33314 -0.83793 -5.44959 0.00 0.00 0.00 0.1229
H -0.06656 0.20311 -5.23246 0.00 0.00 0.00 0.1198
H 0.93016 0.41500 -2.98731 -0.01 0.02 0.00 0.0834
C 3.31748 -0.48411 -2.23832 0.01 0.00 0.03 -0.0998
C 3.29950 0.56710 -1.12469 -0.01 -0.01 0.01 -0.5145
C 2.89276 1.95639 -1.62499 0.00 0.03 0.01 -0.1032
P 2.24704 0.10791 0.31225 -0.10 0.05 0.02 0.9574
C 2.75072 1.23334 1.69671 -0.02 -0.01 -0.02 -0.5183
C 4.22504 1.64412 1.66083 0.03 0.00 -0.01 -0.0964
C 1.86639 2.47217 1.83414 0.00 -0.03 0.05 -0.1246
C 2.74620 -1.57519 0.90116 0.04 0.00 0.00 -0.5524
C 4.24330 -1.84152 1.04650 -0.02 -0.01 0.00 -0.0839
C 2.03338 -2.66032 0.08829 -0.01 0.00 -0.01 -0.1137
H 3.76503 -0.05269 -3.13558 0.00 0.00 0.00 0.0912
H 2.32646 -0.84774 -2.50200 0.01 -0.03 0.03 0.0440
H 3.91094 -1.35364 -1.96575 0.05 -0.03 0.04 0.0688
H 4.31443 0.63809 -0.72655 0.02 0.00 0.01 0.1019
H 1.83368 2.01002 -1.88273 -0.03 0.00 -0.01 0.0437
H 3.47981 2.22148 -2.50590 -0.01 -0.01 0.00 0.0913
H 3.07003 2.71960 -0.86696 -0.01 0.00 -0.04 0.0580
H 2.59120 0.60449 2.58036 -0.02 0.00 0.00 0.0964
H 4.41808 2.34954 0.85087 0.01 -0.01 0.02 0.0772
H 4.91224 0.80621 1.55519 -0.01 0.04 -0.01 0.0588
H 4.46724 2.15482 2.59355 0.00 0.00 0.00 0.0920
H 1.94522 3.12084 0.96269 -0.03 -0.02 0.02 0.0463
H 2.19158 3.04641 2.70368 0.01 0.00 0.00 0.0988
H 0.81781 2.22451 1.97993 0.04 -0.05 0.02 -0.0046
H 2.30604 -1.59710 1.90363 0.02 0.00 -0.02 0.0557
H 4.79232 -1.69718 0.11729 0.01 0.01 -0.08 0.0738
H 4.39608 -2.87657 1.35755 0.00 0.00 -0.01 0.0890
H 4.69283 -1.20687 1.80830 -0.01 -0.03 -0.01 0.0672
H 2.36471 -2.69747 -0.94813 0.00 0.00 0.00 0.0683
H 0.93886 -2.53131 0.08467 0.02 0.02 0.00 0.0406
H 2.21461 -3.63863 0.53650 0.00 0.00 0.00 0.0925
C -4.66626 1.72511 0.56656 0.00 0.03 0.00 -0.0717
C -4.23613 2.96495 -0.18724 0.02 0.02 -0.02 -0.4210
C -4.07669 2.72756 -1.67585 -0.01 -0.01 0.00 -0.0520
O -3.00688 3.56856 0.31444 -0.06 -0.04 0.04 -0.3161
P -1.79577 2.98312 1.15751 -0.08 -0.01 0.01 -0.0759
S -2.13801 2.24318 2.88281 0.03 -0.04 -0.01 0.3564
S -0.85930 1.80941 -0.34464 0.06 0.03 -0.07 0.4696
O -0.88475 4.27378 1.23316 0.03 0.01 -0.04 -0.3167
C -0.77783 5.24180 0.14354 0.01 0.02 -0.03 -0.4564
C -1.51887 6.49026 0.56781 0.00 0.00 0.00 -0.0331
C 0.69288 5.47530 -0.11681 0.00 0.01 0.00 -0.0392
H -5.61281 1.38201 0.14537 0.00 0.00 0.00 0.0925
H -4.80835 1.92647 1.62566 0.01 0.00 0.00 0.0648
H -3.93309 0.92562 0.46640 0.04 -0.05 0.01 0.0406
H -4.97212 3.75309 -0.02482 0.00 0.01 0.00 0.1467
H -3.35764 1.92796 -1.86143 0.01 0.00 0.00 0.0424
H -3.73226 3.63282 -2.17560 0.01 0.00 0.00 0.0868
H -5.03878 2.44387 -2.10492 0.00 0.00 0.00 0.0888
H -1.24699 4.81384 -0.74518 0.01 0.01 0.02 0.1207
H -1.07452 6.89833 1.47629 0.00 0.00 0.00 0.0936
H -2.56669 6.26627 0.76085 0.00 0.00 0.00 0.0810
H -1.46059 7.24493 -0.21754 0.00 0.00 0.00 0.0900
H 1.19164 5.81143 0.79314 0.00 -0.01 0.00 0.0957
H 0.81466 6.24251 -0.88249 0.00 0.00 0.01 0.0913
H 1.16812 4.56017 -0.46848 0.02 -0.01 -0.01 0.0522
```
Positions in Å, forces in eV/Å.